Entry 1:
110
Properties=species:S:1:pos:R:3 method="wB97M-V/def2-TZVPD" e_homo_ev="-5.76 / -7.35" e_above_lowest_kcal_mol=13.2 orbital_gap_ev="5.70 / 6.97" largest_force_ha_per_bohr=0.021 lumo_ev="-0.1 / -0.4" multiplicity=4
Co -0.89902 -0.18524 0.12400
C 5.06638 0.27383 5.27593
C 4.89877 1.40658 4.49564
C 4.10248 1.35636 3.35980
C 3.46786 0.17261 2.99459
C 3.64245 -0.96417 3.78218
C 4.43479 -0.91015 4.91720
P 2.35664 0.21928 1.52277
C 2.45455 -1.57036 1.09156
C 3.58429 -1.95854 0.36863
C 3.75145 -3.27940 -0.01795
C 2.77488 -4.21911 0.28575
C 1.65830 -3.84236 1.01624
C 1.50183 -2.52441 1.42606
C 0.75397 0.45955 2.34710
C 0.28265 0.95092 4.66685
C -0.67654 1.91265 4.57524
C -1.42336 2.31223 3.44997
C -1.37297 1.75170 2.16579
C -0.39874 0.92114 1.63617
H 5.68633 0.31070 6.16276
H 5.38539 2.33359 4.77326
H 3.96640 2.24037 2.74691
H 3.14264 -1.88635 3.51874
H 4.55151 -1.79495 5.53076
H 4.34489 -1.21883 0.13118
H 4.64954 -3.57450 -0.54740
H 2.89257 -5.24500 -0.03994
H 0.91020 -4.57561 1.29279
H 0.65148 -2.25441 2.03106
H 0.71753 0.70428 5.62674
H -0.92463 2.39078 5.51441
H -2.20126 3.04289 3.64305
H -2.18984 2.03323 1.50493
O 0.86390 0.21868 3.70065
S -1.74352 -1.42284 3.02398
O -1.40526 -2.76688 3.53766
N -1.76766 -1.43799 1.33784
C -2.21521 -2.57271 0.70408
C -2.91531 -3.62830 1.27887
C -3.28710 -4.74268 0.51628
C -3.01733 -4.82848 -0.82479
C -2.35609 -3.76273 -1.46349
C -2.09845 -3.72550 -2.84976
C -1.48622 -2.62714 -3.39057
C -1.09008 -1.58076 -2.54986
N -1.28737 -1.58663 -1.24717
C -1.93587 -2.64882 -0.69575
C -3.51631 -1.23173 3.37642
C -4.33868 -0.37742 2.65830
C -5.60477 -0.08443 3.14352
C -6.03966 -0.63686 4.34037
C -5.21655 -1.50009 5.05066
C -3.94976 -1.79432 4.56923
H -3.16648 -3.59985 2.32618
H -3.81048 -5.55448 1.00576
H -3.31647 -5.69114 -1.40645
H -2.40506 -4.56204 -3.46571
H -1.29894 -2.55132 -4.45298
H -0.59985 -0.70780 -2.96404
H -3.98717 0.04713 1.72622
H -6.25940 0.58098 2.59456
H -7.02395 -0.39762 4.72275
H -5.55710 -1.92990 5.98386
H -3.28089 -2.45611 5.10512
C 5.80162 -0.93275 -4.91874
C 5.36529 0.38318 -4.82067
C 4.34516 0.71137 -3.94342
C 3.74649 -0.26771 -3.15194
C 4.18638 -1.58005 -3.25753
C 5.21224 -1.91210 -4.13647
Sb 2.13078 0.34140 -1.83187
C 1.27117 1.29913 -3.58952
C 0.94190 0.46602 -4.65832
C 0.30338 0.97004 -5.78078
C -0.01400 2.32078 -5.84746
C 0.34422 3.16369 -4.80759
C 0.98349 2.65395 -3.68396
C 3.35580 1.96491 -1.06414
C 4.72609 1.75503 -0.93850
C 5.52830 2.66499 -0.26282
C 4.96986 3.79893 0.30634
C 3.60514 4.01834 0.19188
C 2.80912 3.10390 -0.48125
H 6.59621 -1.19095 -5.60710
H 5.81906 1.15421 -5.43094
H 4.01371 1.74005 -3.86530
H 3.73128 -2.35212 -2.64823
H 5.54896 -2.93875 -4.21221
H 1.21887 -0.58405 -4.61924
H 0.05892 0.31601 -6.60892
H -0.52165 2.71636 -6.71801
H 0.12754 4.22357 -4.87472
H 1.28253 3.31824 -2.88122
H 5.18277 0.87258 -1.36890
H 6.59155 2.47847 -0.17719
H 5.59376 4.50236 0.84304
H 3.15487 4.89486 0.64176
H 1.74341 3.28241 -0.52882
C -2.66558 3.43640 -2.45739
C -1.55599 3.61023 -1.64804
C -1.06840 2.53368 -0.93335
N -1.61574 1.31436 -0.97657
C -2.70492 1.15993 -1.74036
C -3.25296 2.18026 -2.49225
H -3.07249 4.25694 -3.03242
H -1.07291 4.57382 -1.55990
H -0.22881 2.63453 -0.26160
H -3.16480 0.18016 -1.73346
H -4.14064 1.99193 -3.07939

Entry 2:
111
Properties=species:S:1:pos:R:3 method="wB97M-V/def2-TZVPD" charge=+1 e_homo_ev=-9.37 e_above_lowest_kcal_mol=160.3 orbital_gap_ev=5.51 largest_force_ha_per_bohr=0.037 lumo_ev=-3.9
V -0.48895 -0.15016 0.88960
C 1.08376 -5.28442 -5.80196
C 1.71164 -4.05588 -5.93273
C 1.54389 -3.07885 -4.96359
C 0.74975 -3.31419 -3.84209
C 0.16543 -4.57477 -3.69601
C 0.31507 -5.54303 -4.67287
C 0.62043 -2.26946 -2.80730
C 0.42241 -0.87108 -3.15425
C 0.46428 -0.11008 -4.32172
C -0.22820 1.07705 -4.09094
C -0.68766 1.07612 -2.76808
N -0.31110 -0.11597 -2.23699
C -1.31104 2.17993 -2.06979
C -1.29256 2.43821 -0.72745
C -1.80144 3.67284 -0.14908
C -1.27452 3.80101 1.08323
C -0.41732 2.65543 1.31126
C 0.65319 2.59521 2.25586
C 1.06969 3.78609 3.03928
C 1.38274 3.64562 4.39007
C 1.82629 4.73240 5.13063
C 1.96717 5.97345 4.52752
C 1.66978 6.12185 3.17834
C 1.22602 5.03625 2.43876
C 1.54178 1.53857 2.12924
N 1.12639 0.42575 1.48083
C 2.19572 -0.07574 0.70555
C 1.97795 -0.87293 -0.37043
C 3.07780 -1.03340 -1.36612
C 3.58449 0.11621 -1.97645
C 4.56724 0.02163 -2.95185
C 5.05374 -1.22298 -3.32767
C 4.55877 -2.37033 -2.72174
C 3.57660 -2.27833 -1.74776
C -0.56131 -0.65557 -0.95008
C -1.59342 -1.79981 -0.87496
C -0.96994 -2.95727 -1.13411
C 0.44758 -2.57276 -1.45734
N 0.66198 -1.42352 -0.55710
C 3.38645 0.62967 1.16969
C 3.00440 1.55469 2.07732
N -0.55678 1.77932 0.26772
C -1.82935 3.24526 -2.97990
C -1.21505 4.49735 -2.99994
C -1.64851 5.47972 -3.87883
C -2.70247 5.22087 -4.74567
C -3.31779 3.97645 -4.73136
C -2.87763 2.99107 -3.86043
H 1.20135 -6.04095 -6.56654
H 2.33813 -3.85661 -6.79267
H 2.07874 -2.14478 -5.05883
H -0.41937 -4.81042 -2.81685
H -0.16391 -6.50574 -4.55027
H 0.94032 -0.38769 -5.24444
H -0.35755 1.89001 -4.78648
H -2.45555 4.36405 -0.65565
H -1.42684 4.60314 1.78802
H 1.26589 2.67645 4.86229
H 2.06126 4.60883 6.18028
H 2.31266 6.82161 5.10429
H 1.79523 7.08388 2.69784
H 1.02331 5.15160 1.38028
H 3.18353 1.08426 -1.70112
H 4.94686 0.92013 -3.42166
H 5.82203 -1.29742 -4.08697
H 4.93720 -3.34280 -3.01058
H 3.19695 -3.17606 -1.27679
H -2.64532 -1.63657 -0.69033
H -1.40684 -3.94184 -1.20756
H 4.38801 0.43153 0.82308
H 3.63054 2.26684 2.59170
H -0.38452 4.69164 -2.33134
H -1.16068 6.44644 -3.88687
H -3.04115 5.98581 -5.43211
H -4.14278 3.77061 -5.40206
H -3.35932 2.01965 -3.85188
C -0.51100 -3.58822 1.83750
N -0.31010 -2.23600 2.41138
C 1.05706 -2.20745 2.99752
N 1.25670 -3.24341 3.99896
C 1.02066 -4.54748 3.37327
N -0.33406 -4.64645 2.82078
C -1.29451 -4.42942 3.90927
N -1.10728 -3.12069 4.54152
C -1.27225 -2.08550 3.53273
C 0.26256 -3.05566 5.06144
H 0.20602 -3.73003 1.02678
H -1.52400 -3.64309 1.44051
H 1.21225 -1.23235 3.46002
H 1.78214 -2.33863 2.19246
H 1.16057 -5.33096 4.11823
H 1.74411 -4.69396 2.56907
H -1.16408 -5.20980 4.65892
H -2.30766 -4.49210 3.50883
H -1.11503 -1.10870 3.98838
H -2.28441 -2.12489 3.12857
H 0.39540 -3.83440 5.81255
H 0.42093 -2.08295 5.53034
N -1.75095 0.19747 1.85088
C -3.05568 0.57600 2.14863
C -3.43551 0.82107 3.46743
C -4.73162 1.21573 3.75394
C -5.66225 1.36853 2.73509
C -5.28769 1.13284 1.41741
C -3.99344 0.74190 1.12348
H -2.70138 0.70875 4.25607
H -5.02056 1.40225 4.78018
H -6.67448 1.67432 2.96387
H -6.00873 1.25354 0.61915
H -3.67729 0.57670 0.09977

Entry 3:
123
Properties=species:S:1:pos:R:3 method="wB97M-V/def2-TZVPD" charge=-2 e_homo_ev="-0.74 / -1.61" orbital_gap_ev="4.20 / 5.06" largest_force_ha_per_bohr=0.046 lumo_ev="3.5 / 3.5" multiplicity=3
Ti 0.85283 -0.20589 -0.76851
O 3.47259 -2.22851 -0.26791
C 3.06259 -1.93769 -1.39836
O 2.25371 -0.93752 -1.57596
C 3.45195 -2.71270 -2.58734
C 4.48808 -3.63521 -2.43928
C 4.90775 -4.42507 -3.48426
C 4.25382 -4.30890 -4.71380
C 3.21707 -3.42888 -4.87439
C 2.77471 -2.58707 -3.82851
S 1.48756 -1.52020 -4.13694
H 4.95087 -3.70104 -1.46341
H 5.72027 -5.13170 -3.36701
H 4.57497 -4.92848 -5.54567
H 2.70722 -3.34430 -5.82471
C -2.06355 -4.04125 6.73557
O -2.38328 -4.87293 5.65411
C -3.26282 -4.32432 4.71651
C -4.35279 -3.52771 5.04743
C -5.15313 -2.99506 4.05923
C -4.86498 -3.18969 2.69308
C -3.78068 -4.04258 2.38738
C -3.01501 -4.60622 3.37531
N -5.71030 -2.69961 1.75260
N -5.37656 -2.47483 0.52694
C -4.16980 -2.08121 0.07808
C -3.88345 -2.36584 -1.27401
C -2.68512 -2.05058 -1.87637
C -1.67915 -1.37012 -1.17467
O -0.50021 -1.03266 -1.66358
C -1.95375 -0.98455 0.15645
N -0.95399 -0.27025 0.74815
C -1.15769 0.13522 1.99326
C -2.36063 -0.03581 2.66207
C -3.39673 -0.72734 2.05050
C -3.19014 -1.30233 0.79889
H -1.13717 -4.42489 7.17005
H -2.85171 -4.05495 7.50139
H -1.89987 -3.00637 6.41187
H -4.58147 -3.33527 6.08728
H -6.00112 -2.37925 4.32289
H -3.55803 -4.25568 1.35060
H -2.19787 -5.26633 3.12831
H -4.63465 -2.92197 -1.81945
H -2.50516 -2.34833 -2.90012
H -0.32677 0.63874 2.47575
H -2.49143 0.36690 3.65745
H -4.35396 -0.80627 2.54196
C 1.99605 4.94594 2.67519
C 2.43819 4.74706 1.23323
S 1.52120 3.43566 0.30796
C 0.28244 4.52688 -0.49454
C -0.95424 3.79014 -0.95706
S -1.83625 2.83767 0.32919
C -1.84965 4.00797 1.74245
C -0.63946 3.85920 2.65759
S 0.24820 5.44823 2.89473
H 2.57729 5.75710 3.12203
H 2.15141 4.04058 3.26112
H 3.47899 4.41801 1.23976
H 2.36549 5.67695 0.66963
H 0.76031 4.97473 -1.36847
H 0.03048 5.30568 0.22346
H -0.68953 3.03204 -1.69603
H -1.65335 4.50356 -1.40613
H -2.76922 3.78550 2.28176
H -1.91620 5.01502 1.33689
H 0.08295 3.16546 2.22335
H -0.94004 3.50604 3.64493
N 1.72485 0.13292 0.87218
C 1.96060 -0.64625 1.82435
C 2.89505 -0.26786 2.93163
C 2.75320 0.94101 3.60603
C 3.59517 1.26190 4.65602
C 4.60401 0.38791 5.02601
C 4.77827 -0.80071 4.33420
C 3.92680 -1.13035 3.29670
C 1.33888 -1.99895 1.98169
C 1.16997 -2.58107 3.23533
C 0.60985 -3.84004 3.35409
C 0.25292 -4.55168 2.22091
C 0.37935 -3.96770 0.97078
C 0.88866 -2.68903 0.85757
H 1.97166 1.61904 3.29140
H 3.46972 2.19266 5.19654
H 5.26999 0.64307 5.83924
H 5.58136 -1.47013 4.61486
H 4.06350 -2.04546 2.73938
H 1.46498 -2.03591 4.12284
H 0.45326 -4.26351 4.33621
H -0.13323 -5.55704 2.31016
H 0.09015 -4.50325 0.07684
H 0.96298 -2.21885 -0.12382
C -2.65118 4.90748 -5.68187
O -1.87400 3.86651 -5.16884
C -2.34835 2.56630 -5.27081
C -3.49825 2.22528 -5.95757
C -3.95232 0.91145 -5.99688
C -3.25963 -0.07508 -5.31286
C -2.11106 0.24494 -4.62868
C -1.60809 1.55463 -4.60674
N -0.44666 1.75970 -3.91769
C 0.49906 2.72227 -4.10739
C 1.71630 2.73668 -3.41841
C 2.79106 3.51854 -3.91253
C 4.04689 3.45736 -3.35911
C 4.29159 2.61400 -2.27895
C 3.24894 1.89087 -1.71978
C 1.95190 1.95111 -2.23081
O 0.92761 1.39973 -1.59070
H -2.10972 5.82229 -5.43493
H -3.64857 4.94637 -5.22492
H -2.76109 4.84493 -6.77290
H -4.06575 2.98398 -6.47754
H -4.84482 0.67140 -6.55590
H -3.61200 -1.09497 -5.32407
H -1.53921 -0.50973 -4.11000
H -0.14162 0.96415 -3.34781
H 0.33198 3.42811 -4.90681
H 2.61023 4.12905 -4.78970
H 4.85101 4.05323 -3.77193
H 5.29078 2.53333 -1.87177
H 3.41491 1.27239 -0.84306

Entry 4:
121
Properties=species:S:1:pos:R:3 method="wB97M-V/def2-TZVPD" charge=+2 e_homo_ev="-12.81 / -12.84" e_above_lowest_kcal_mol=25.3 orbital_gap_ev="5.64 / 5.65" largest_force_ha_per_bohr=0.055 lumo_ev="-7.2 / -7.2" multiplicity=2
Re 0.08280 -0.05190 0.50480
Br 2.54830 -1.86030 7.37430
C 2.27240 -1.23360 5.60460
C 2.93470 -0.09630 5.15310
C 2.79650 0.31530 3.84060
C 1.96950 -0.39930 2.96850
C 1.27850 -1.51670 3.44510
C 1.43310 -1.93980 4.74750
N 1.85560 -0.07940 1.60230
C 2.95720 0.08330 0.91970
C 2.83610 0.27780 -0.49160
C 3.92800 0.41660 -1.35280
C 3.70220 0.54560 -2.70830
C 2.39240 0.50400 -3.17090
C 1.36080 0.35940 -2.26030
N 1.55530 0.26210 -0.95070
H 3.56230 0.46150 5.82980
H 3.31410 1.20060 3.49600
H 0.67920 -2.07730 2.74710
H 0.92800 -2.82600 5.09790
H 3.93140 0.01240 1.39200
H 4.92350 0.42890 -0.93860
H 4.52280 0.66700 -3.39390
H 2.16770 0.59410 -4.21980
H 0.33510 0.34290 -2.59250
C -3.64460 -0.23190 -0.54000
C -2.73990 -1.32720 -0.97650
C -3.20530 -2.38710 -1.75160
C -2.32100 -3.38350 -2.15110
C -1.01950 -3.36570 -1.70390
C -0.62510 -2.32680 -0.83900
N -1.46760 -1.28740 -0.58660
N 0.51250 -2.23910 -0.14220
Si 1.77640 -3.46300 -0.15280
C 1.01410 -5.20720 0.08260
C 2.98530 -3.27160 1.30460
C 2.67270 -3.34030 -1.83950
H -4.68450 -0.53330 -0.61910
H -3.48260 0.64330 -1.16700
H -3.42130 0.06610 0.48200
H -4.24150 -2.41930 -2.04360
H -2.66180 -4.18180 -2.79170
H -0.31420 -4.12770 -1.98290
H 0.01040 -5.18290 0.49760
H 1.63420 -5.78360 0.76280
H 0.97080 -5.76310 -0.84940
H 2.50620 -3.44600 2.26140
H 3.48640 -2.31380 1.35330
H 3.75490 -4.02920 1.20260
H 2.01330 -3.59350 -2.66670
H 3.50450 -4.03770 -1.85500
H 3.07000 -2.34770 -2.03350
F 1.82320 6.81340 -1.00940
C 1.41600 5.67620 -0.44310
C 2.27610 4.58870 -0.42320
C 1.86360 3.41440 0.16980
C 0.58180 3.28150 0.71250
C 0.07990 2.08560 1.41460
C -0.25120 4.40910 0.67640
C 0.15400 5.60560 0.12390
H 3.25650 4.69250 -0.85910
H 2.54880 2.58510 0.19920
H -0.98300 2.25000 1.58300
H 0.58530 1.98180 2.37940
H -1.21890 4.35590 1.15050
H -0.47650 6.48170 0.14340
N -4.92550 -7.77750 5.47370
C -4.61660 -6.74400 5.09190
C -4.21130 -5.46750 4.62040
C -3.94120 -5.28630 3.26230
C -3.47610 -4.06650 2.81600
C -3.26880 -3.02790 3.72050
C -3.58280 -3.19200 5.06560
C -4.05770 -4.40860 5.51660
N -2.68600 -1.82880 3.26420
C -2.87130 -0.56500 3.74200
C -2.05010 0.24750 3.02140
N -1.36360 -0.50170 2.10510
C -1.77560 -1.74860 2.28490
H -4.09660 -6.10240 2.57150
H -3.27840 -3.91960 1.76520
H -3.42830 -2.38930 5.76780
H -4.29800 -4.55160 6.56020
H -3.55900 -0.33460 4.52760
H -1.91900 1.30400 3.11990
H -1.41610 -2.60290 1.74470
O -1.14340 1.63650 -1.28420
P -1.89150 2.46930 -2.27840
C -3.36590 3.27670 -1.57770
C -4.64470 2.75040 -1.71010
C -5.69610 3.32190 -1.01410
C -5.48060 4.42510 -0.20290
C -4.21940 4.99550 -0.12850
C -3.16740 4.42070 -0.81630
C -0.89730 3.80860 -2.99490
C 0.47640 3.63500 -3.08450
C 1.26030 4.58630 -3.71100
C 0.66910 5.71150 -4.26050
C -0.70310 5.88820 -4.17050
C -1.49010 4.94430 -3.53660
C -2.50150 1.51980 -3.70460
C -3.30630 2.17160 -4.63280
C -3.83520 1.47400 -5.70070
C -3.54650 0.12780 -5.86230
C -2.72370 -0.51910 -4.95590
C -2.20690 0.17470 -3.87510
H -4.82810 1.90980 -2.36670
H -6.68450 2.89840 -1.10660
H -6.29620 4.84790 0.36270
H -4.05950 5.88720 0.45850
H -2.17990 4.85090 -0.78620
H 0.91990 2.75340 -2.64640
H 2.32970 4.45160 -3.77210
H 1.27800 6.45180 -4.75490
H -1.16080 6.76500 -4.60020
H -2.55670 5.10060 -3.45470
H -3.52140 3.22200 -4.50830
H -4.47860 1.97660 -6.40490
H -3.96790 -0.41500 -6.69300
H -2.49190 -1.56470 -5.09190
H -1.58520 -0.33170 -3.15090